[1]
This record from OMol25 describes an isolated ion of composition C5H11OS and charge +1. The level of theory is ωB97M-V with the def2-TZVPD basis set.

```
18
Properties=species:S:1:pos:R:3:forces:R:3:mulliken_charge:R:1
C -1.494299 0.246263 0.690836 3.83 -3.25 -2.25 -0.655
C -1.476600 -0.993720 -0.383606 1.10 5.67 -1.13 -0.786
C -0.094750 0.117425 1.398411 -0.98 0.66 -2.99 -0.738
C -0.101864 -0.995356 -1.091445 -0.40 0.19 2.87 -0.593
C 1.734671 1.416103 -0.590272 -0.06 -2.82 1.71 -1.028
O 2.191443 -1.108383 0.499415 -0.27 0.31 -0.35 -0.627
S 1.111600 -0.243122 0.075110 -0.20 -0.01 0.21 0.941
H -1.520076 1.126345 0.153531 -0.54 2.07 -0.88 0.362
H -2.159503 0.164095 1.457179 -2.39 -0.14 1.62 0.400
H -1.630939 -1.828384 0.110399 -0.91 -4.21 2.18 0.451
H -2.154985 -0.846356 -1.220782 -0.59 -0.10 0.48 0.358
H 0.215899 1.067823 1.745072 0.36 0.56 1.42 0.454
H -0.150272 -0.755022 1.993780 0.68 -0.56 1.17 0.419
H 0.204134 -2.014972 -1.187837 0.68 -0.37 -0.97 0.369
H -0.182131 -0.317295 -1.877200 0.43 0.47 -1.96 0.448
H 2.310075 1.190197 -1.471807 -0.13 0.33 -0.41 0.400
H 2.309911 1.755172 0.246343 0.95 0.03 0.35 0.431
H 0.887688 2.019179 -0.547121 -1.54 1.19 -1.07 0.396
```
Positions in Å, forces in eV/Å.

The value obtained for the relative energy (zero: lowest compared OMol25 entry of this formula, charge and spin) is 31.5 kcal/mol. The calculation puts the frontier orbital gap at 0.4715 hartree. The electronic energy is -18236.92154 eV. As for the charge: +1.



[2]
This record from OMol25 describes a 2-piece molecular cluster, C10H2Cl4NO4 overall. The level of theory is ωB97M-V with the def2-TZVPD basis set.

```
21
Properties=species:S:1:pos:R:3:forces:R:3:mulliken_charge:R:1
Cl -0.554885 4.129680 1.336682 -0.17 0.26 -0.28 -0.199
C 0.296508 2.662740 1.123510 -1.21 -2.01 0.28 0.022
C -0.393252 1.464687 1.029625 0.88 1.07 0.26 0.264
Cl -2.046037 1.399909 0.912892 -1.28 0.19 0.00 -0.145
C 0.252816 0.125810 1.238731 0.22 -1.49 0.88 0.742
O -0.269432 -0.856644 1.749742 1.53 2.94 0.14 -0.458
C 1.797045 0.190232 1.017197 -0.54 -1.51 0.20 0.289
O 2.439941 -0.827674 0.922496 -0.24 0.44 -0.10 -0.571
C 2.446542 1.500668 1.138038 -0.87 1.96 0.64 0.130
Cl 4.111450 1.440844 1.443188 0.74 0.08 -0.15 -0.173
C 1.738009 2.679019 1.266517 1.13 -2.02 -0.54 0.325
Cl 2.546013 4.154252 1.552705 0.02 0.11 0.04 -0.172
N -0.880103 -1.160480 -0.621329 0.43 0.57 -0.64 -0.011
C -0.740298 -0.894569 -1.969192 -0.53 -0.92 2.37 0.204
O -0.161365 0.067835 -2.475473 -0.38 -0.50 -0.06 -0.695
C -1.443395 -2.033451 -2.663506 -0.39 -0.71 0.02 -0.514
C -1.893276 -2.885872 -1.727402 -0.29 -0.37 -1.55 -0.525
C -1.526000 -2.376883 -0.376378 1.33 2.50 -0.93 0.308
O -1.735281 -2.901639 0.699665 -0.32 -0.35 -0.18 -0.652
H -1.534426 -2.072585 -3.734298 -0.12 -0.26 -0.26 0.418
H -2.450571 -3.805884 -1.863409 0.05 0.03 -0.16 0.412
```
Positions in Å, forces in eV/Å.

The calculation puts the frontier orbital gap at 0.2075 hartree. The electronic energy is -70171.39395 eV. As for the charge: -1.



[3]
This record from OMol25 describes C31H55N3P2SScSeSi as an isolated structure. The level of theory is ωB97M-V with the def2-TZVPD basis set.

```
95
Properties=species:S:1:pos:R:3:forces:R:3:mulliken_charge:R:1
Sc 0.718579 -0.511468 -0.033807 0.38 0.09 0.10 -1.372
C 1.931606 3.972295 -3.215826 0.03 -0.01 -0.01 -1.587
C 1.123130 2.760681 -2.747535 0.03 0.05 -0.05 0.629
C -0.361285 3.132711 -2.884421 -0.04 -0.03 0.04 -1.560
P 1.527846 2.091493 -1.038737 -0.13 -0.09 -0.05 1.074
C 3.244623 2.592680 -0.576408 0.06 -0.08 0.10 1.162
C 4.231392 1.880797 -1.508472 0.01 -0.03 0.00 -1.544
C 3.607517 4.059603 -0.360185 -0.01 0.07 0.01 -1.575
C 0.306179 2.950170 -0.005957 -0.10 0.00 0.00 -0.310
C 0.260405 4.341977 0.105851 0.05 0.01 -0.01 -0.014
C -0.837910 5.011553 0.615748 -0.07 -0.06 0.03 0.381
C -0.858864 6.505665 0.754628 0.01 0.08 0.00 -1.834
C -1.947657 4.240804 0.963670 0.02 0.01 -0.01 -1.015
C -1.941524 2.864313 0.857816 0.10 0.05 0.00 -0.734
C -0.801447 2.184959 0.409136 -0.06 0.03 -0.10 0.042
N -0.760554 0.785525 0.278046 0.17 -0.05 0.13 1.437
C -1.694244 -0.039410 0.965898 -0.03 0.11 -0.10 0.571
C -2.007272 0.240961 2.309082 0.07 -0.06 -0.02 -0.372
C -2.851604 -0.555864 3.042089 0.00 0.00 0.00 -1.121
C -3.398966 -1.708821 2.476912 0.03 0.02 -0.06 0.300
C -4.299963 -2.616585 3.260710 -0.07 -0.05 0.06 -1.629
C -3.032788 -2.018290 1.182436 0.01 0.03 0.05 -1.013
C -2.203956 -1.209607 0.382522 0.00 -0.15 0.15 0.286
P -1.996062 -2.156133 -1.209530 -0.05 0.06 -0.18 -0.055
C -3.568398 -1.655264 -2.114245 0.00 0.12 -0.03 0.151
C -4.238549 -0.379083 -1.615117 0.00 0.05 0.00 -1.336
C -4.549465 -2.825278 -2.120656 -0.05 -0.03 0.06 -1.434
C -0.792668 -1.494774 -2.511404 0.02 -0.01 -0.07 0.205
C -0.895502 -0.060896 -2.998061 0.00 0.08 0.07 -1.077
C 0.673425 -1.941545 -2.426287 0.11 0.09 0.31 -1.028
H 1.602860 4.240302 -4.221493 -0.01 -0.01 -0.03 0.484
H 3.003187 3.800102 -3.258067 0.03 -0.03 0.01 0.323
H 1.744330 4.837345 -2.579895 -0.01 0.01 0.02 0.241
H 1.345115 1.924734 -3.419000 -0.02 0.01 0.02 0.540
H -0.529404 4.129672 -2.477820 0.00 0.02 0.00 0.444
H -1.051710 2.466009 -2.371702 0.04 0.03 -0.03 0.124
H -0.628040 3.154716 -3.941812 -0.01 -0.01 -0.02 0.501
H 3.351303 2.100516 0.394820 -0.05 0.05 -0.02 0.135
H 4.255062 2.316604 -2.505490 -0.02 0.04 -0.04 0.262
H 3.997057 0.818876 -1.618593 -0.01 0.02 0.00 0.259
H 5.238538 1.950575 -1.095177 0.00 0.01 -0.01 0.486
H 3.485654 4.675520 -1.248079 0.01 -0.02 0.01 0.214
H 4.659040 4.114477 -0.070802 0.01 -0.01 0.01 0.514
H 3.029661 4.500816 0.450590 0.01 -0.01 0.00 0.392
H 1.098339 4.927450 -0.250724 0.00 0.00 0.01 0.139
H 0.023701 6.957802 0.304073 0.01 0.00 -0.01 0.352
H -0.884373 6.802295 1.804342 0.00 0.00 0.01 0.376
H -1.738635 6.934772 0.274233 -0.01 0.00 0.00 0.383
H -2.847671 4.732751 1.313581 -0.01 0.02 0.01 0.420
H -2.832780 2.310579 1.113096 -0.03 -0.04 0.01 0.594
H -1.568288 1.117541 2.768848 -0.01 0.03 -0.02 0.785
H -3.080315 -0.296883 4.068568 -0.01 0.00 0.02 0.390
H -4.674540 -2.126616 4.158353 0.00 0.01 0.00 0.405
H -3.767207 -3.517396 3.570493 0.01 -0.01 0.00 0.299
H -5.157118 -2.931410 2.665680 0.00 -0.01 -0.01 0.366
H -3.389916 -2.955981 0.766508 0.00 -0.01 -0.01 0.639
H -3.251789 -1.480691 -3.147724 0.01 -0.07 0.02 0.601
H -4.679080 -0.524771 -0.628463 0.00 -0.02 0.03 0.289
H -5.040250 -0.089488 -2.296685 -0.03 0.01 -0.01 0.479
H -3.538434 0.454583 -1.537570 0.01 0.02 -0.01 0.085
H -4.906257 -3.041780 -1.111677 -0.01 0.00 0.02 0.287
H -4.095278 -3.735103 -2.512859 0.01 0.00 -0.02 0.384
H -5.422007 -2.586558 -2.730913 -0.01 0.01 -0.01 0.434
H -1.204484 -2.144031 -3.298344 0.06 0.04 0.04 0.807
H -0.437203 0.619777 -2.281416 -0.02 -0.09 -0.04 -0.089
H -1.926637 0.264936 -3.123647 0.00 -0.02 -0.02 0.313
H -0.377247 0.066610 -3.951603 0.00 -0.01 -0.03 0.630
H 1.356474 -1.265635 -1.859392 0.01 -0.13 -0.37 0.253
H 1.138897 -1.903324 -3.412430 -0.07 -0.05 -0.03 0.562
H 0.788404 -2.937999 -2.005902 0.00 0.02 -0.03 -0.112
C 1.164017 -5.267977 -0.831563 0.00 0.10 0.07 -1.158
Si 1.619203 -4.623087 0.871292 0.16 -0.30 -0.08 0.505
C 0.985941 -5.802012 2.177840 0.03 0.08 -0.05 -1.148
C 3.490322 -4.472142 1.008483 -0.03 0.08 0.04 -1.275
Se 0.557644 -2.672466 1.304404 -0.38 -0.20 0.19 0.040
H 1.225980 -6.357271 -0.844206 0.03 -0.05 0.03 0.445
H 1.838305 -4.898151 -1.605985 0.00 0.04 -0.02 0.317
H 0.140230 -4.989205 -1.089190 -0.02 -0.02 0.00 0.253
H 1.481665 -6.771762 2.107262 0.03 -0.03 -0.03 0.369
H -0.086501 -5.960081 2.061772 -0.04 0.00 -0.01 0.291
H 1.157038 -5.404470 3.179047 0.01 0.01 0.03 0.300
H 3.994053 -5.303409 0.514484 -0.03 -0.07 -0.06 0.482
H 3.805347 -4.500903 2.055019 -0.02 0.00 0.01 0.299
H 3.846611 -3.547100 0.546080 0.01 -0.03 -0.01 0.309
C 1.647852 -0.346640 4.501909 -0.07 -0.05 0.03 -1.275
N 2.048213 -0.080459 3.132987 0.16 0.07 0.00 0.009
C 2.918645 -0.815356 2.449374 -0.03 -0.11 -0.02 0.633
N 3.547018 -1.818398 3.048098 -0.06 0.08 0.05 -0.284
S 3.261653 -0.454333 0.805678 -0.18 0.22 -0.08 -0.465
H 0.879405 0.368355 4.781042 0.02 0.00 0.01 0.369
H 2.489846 -0.239674 5.188595 -0.01 0.00 0.01 0.428
H 1.221313 -1.349011 4.580942 0.00 0.00 -0.03 0.377
H 1.714455 0.750119 2.671557 0.00 0.01 0.05 0.149
H 3.313071 -2.109970 3.983334 0.01 0.02 0.00 0.233
H 4.063666 -2.459479 2.467990 0.01 0.02 0.03 0.177
```
Positions in Å, forces in eV/Å.

The value obtained for the relative energy (zero: lowest compared OMol25 entry of this formula, charge and spin) is 47.7 kcal/mol. The calculation puts the frontier orbital gap at 0.2724 hartree. The electronic energy is -160846.75457 eV. As for the charge: +1.



[4]
This record from OMol25 describes C24H52N6O7PTl as an isolated structure. The level of theory is ωB97M-V with the def2-TZVPD basis set.

```
91
Properties=species:S:1:pos:R:3:forces:R:3:mulliken_charge:R:1
Tl -0.060741 0.447231 -0.394077 0.08 0.03 -0.12 1.366
C 0.623642 -0.313200 3.131520 0.05 0.02 0.00 -0.720
O 0.474861 0.785720 2.245721 0.02 -0.01 0.02 0.198
C 1.117464 1.966875 2.698405 -0.04 0.02 0.00 -0.718
C 0.915349 3.044566 1.653243 0.06 0.04 -0.04 -0.645
O 1.302039 2.646978 0.341379 -0.04 -0.05 0.01 -0.156
C 2.683863 2.735608 0.008354 -0.03 0.02 0.04 -0.675
C 3.423695 1.432680 0.205621 0.04 0.00 -0.07 -0.417
O 2.760796 0.432081 -0.549855 -0.03 -0.03 0.00 -0.182
C 3.316004 -0.859580 -0.343830 0.02 0.04 0.00 -0.626
H 0.063598 -0.147515 4.055610 0.00 -0.01 0.00 0.307
H 0.248395 -1.196795 2.615864 -0.02 0.01 0.00 -0.056
H 1.677496 -0.471399 3.380047 0.00 0.00 0.00 0.312
H 0.677046 2.304901 3.644075 0.00 0.00 0.00 0.536
H 2.177994 1.765309 2.881643 0.01 0.00 -0.01 0.380
H -0.144187 3.286737 1.574974 -0.01 -0.03 -0.01 -0.029
H 1.458356 3.946785 1.948939 -0.01 0.01 0.01 0.495
H 2.722860 3.008794 -1.047062 -0.01 0.01 0.00 0.286
H 3.165225 3.533127 0.581037 0.01 -0.02 0.02 0.362
H 4.454476 1.558183 -0.146969 0.00 -0.02 0.01 0.473
H 3.465889 1.134784 1.258266 -0.04 0.00 0.02 0.207
H 4.347598 -0.901131 -0.701970 0.00 0.00 0.00 0.391
H 3.294108 -1.123992 0.718251 0.00 -0.01 0.00 0.295
H 2.706131 -1.570104 -0.898128 0.00 -0.01 0.00 -0.016
O -2.635757 -0.947184 0.505311 0.08 0.74 0.24 -0.264
N -2.837819 -2.048717 0.178415 -0.10 -0.61 -0.14 0.548
O -0.012631 -2.568376 0.167973 -0.16 -0.05 -0.04 -0.430
P -0.324743 -3.904919 -0.403718 0.12 0.28 0.05 -1.981
N -0.351505 -3.912816 -2.032088 0.09 -0.10 -0.05 0.706
C -0.652772 -5.038013 -2.942050 -0.03 0.03 0.01 -0.347
C -1.264303 -4.349019 -4.154527 -0.01 -0.01 -0.01 -0.910
C -0.470726 -3.048497 -4.232446 0.01 0.02 0.01 -0.619
C -0.321830 -2.630333 -2.770922 -0.02 0.04 -0.01 0.225
N -1.930913 -4.188237 0.158719 -0.10 0.06 -0.11 0.848
C -2.750263 -5.387736 -0.078055 0.04 -0.01 0.02 -0.284
C -3.670918 -5.405216 1.134248 -0.03 -0.01 0.01 -0.910
C -3.948063 -3.917446 1.368002 0.04 0.02 0.00 -0.644
C -2.591366 -3.276165 1.007982 0.09 -0.17 0.10 -0.424
N 0.578864 -5.136417 0.127489 -0.06 -0.19 0.04 0.571
C 1.025279 -6.355620 -0.586607 0.12 0.04 -0.04 -0.288
C 1.520589 -7.263379 0.537618 0.01 0.01 -0.01 -0.834
C 2.015469 -6.281176 1.593627 0.01 0.00 0.02 -0.729
C 0.955527 -5.187718 1.559366 -0.08 -0.04 0.00 -0.311
H -1.330128 -5.757907 -2.481913 -0.01 0.01 0.01 0.348
H 0.263739 -5.562905 -3.218233 0.00 0.00 0.00 0.283
H -2.322255 -4.138955 -3.974943 0.00 -0.01 0.00 0.271
H -1.189671 -4.955844 -5.054334 -0.01 0.00 0.00 0.416
H -0.960464 -2.278669 -4.824922 0.02 0.00 -0.01 0.422
H 0.512130 -3.232610 -4.668607 0.00 -0.02 0.01 0.309
H -1.150736 -1.975857 -2.466953 -0.02 -0.03 0.00 -0.156
H 0.600990 -2.085352 -2.578726 -0.01 0.01 0.01 -0.146
H -2.111576 -6.268688 -0.149429 0.01 0.02 0.03 0.313
H -3.321480 -5.303748 -1.007927 0.01 -0.02 -0.01 0.273
H -3.148625 -5.826595 1.993247 -0.01 -0.02 0.00 0.342
H -4.582914 -5.974053 0.969439 -0.01 0.01 0.01 0.430
H -4.244570 -3.660765 2.381472 -0.02 -0.01 0.00 0.364
H -4.730252 -3.567136 0.688014 0.01 0.00 -0.01 0.364
H -2.008706 -2.903966 1.851173 0.00 0.04 -0.01 0.305
H -3.087446 -2.233822 -0.817512 -0.04 -0.08 -0.08 0.347
H 1.832804 -6.108656 -1.279008 0.00 0.01 0.00 0.257
H 0.219798 -6.818354 -1.154305 -0.01 0.00 0.02 0.343
H 2.289146 -7.950960 0.191569 0.00 -0.01 0.00 0.409
H 0.693299 -7.854932 0.935371 0.00 0.00 -0.01 0.290
H 2.984096 -5.869607 1.304819 0.00 0.01 0.00 0.297
H 2.114445 -6.725909 2.581535 0.01 0.00 0.00 0.386
H 1.321770 -4.216108 1.886931 0.00 0.00 0.00 0.177
H 0.094617 -5.463644 2.179549 -0.01 0.00 0.00 0.237
O 0.547260 1.008888 -3.207410 0.03 0.10 0.06 -0.473
H 0.191010 1.838008 -3.549456 0.02 -0.05 -0.04 0.257
H 1.502201 1.082779 -3.326756 -0.02 -0.03 0.00 0.283
C -2.943893 2.729988 2.375647 0.04 0.03 0.00 -1.070
N -3.719706 2.970874 1.174210 -0.04 -0.02 0.02 0.272
C -4.906990 3.805562 1.327794 0.01 0.00 -0.01 -0.611
C -5.849837 3.584367 0.165745 0.00 0.03 0.00 -0.670
C -5.094446 3.824844 -1.122774 0.02 -0.01 0.00 -0.604
N -3.882511 3.011182 -1.158078 -0.02 0.00 0.00 0.188
C -3.250946 2.861807 -2.455930 0.01 0.03 -0.02 -0.945
C -3.165117 2.707756 -0.041262 0.06 0.01 -0.01 0.229
O -2.044540 2.169227 -0.130961 -0.03 -0.03 0.04 -0.747
H -3.615601 2.408166 3.171620 0.00 0.00 0.00 0.412
H -2.429361 3.636061 2.712817 -0.01 0.01 0.00 0.335
H -2.204330 1.955818 2.192029 0.00 0.00 -0.01 0.164
H -4.622841 4.862503 1.389638 0.01 0.00 0.02 0.318
H -5.378688 3.542709 2.274622 -0.02 -0.02 -0.01 0.338
H -6.695956 4.266848 0.233797 0.00 -0.01 0.00 0.367
H -6.235821 2.563250 0.188150 0.00 0.00 0.00 0.274
H -4.841351 4.886635 -1.222653 0.01 0.00 -0.01 0.299
H -5.700459 3.555407 -1.987969 -0.01 -0.01 0.01 0.374
H -4.021928 2.655169 -3.197319 0.01 0.00 0.00 0.366
H -2.546831 2.035851 -2.432791 0.00 -0.01 0.01 0.156
H -2.718804 3.769485 -2.756611 0.00 0.00 0.01 0.315
```
Positions in Å, forces in eV/Å.

The calculation puts the frontier orbital gap at 0.1966 hartree. The electronic energy is -62974.09344 eV. As for the charge: +2.



The records above yield E_HOMO values of -0.57897 -0.17054 -0.36697 -0.48658 hartree, respectively.